Record 1
64
Properties=species:S:1:pos:R:3:mulliken_charge:R:1 method="wB97M-V/def2-TZVPD" total_charge=0 energy_ev=-61915.51097 e_above_lowest_kj_mol=48.0 multiplicity=2 gap_ev="4.99 / 8.21" s_squared=0.771 homo_energy_ev="-4.9 / -8.1"
Hg 0.255 0.353 -0.618 1.9273
C 2.030 3.301 -3.703 -0.7546
C 1.126 4.336 -3.500 -0.5087
C 0.441 4.403 -2.304 -0.9528
C 0.655 3.427 -1.333 0.3511
N 1.528 2.422 -1.537 -0.1438
C 2.188 2.373 -2.695 -0.1496
C -0.117 3.387 -0.071 0.5772
C -0.786 4.472 0.439 -0.5621
C -1.553 4.314 1.613 -1.0865
C -1.621 3.078 2.216 -0.9735
C -0.916 1.994 1.681 0.5990
N -0.148 2.180 0.547 0.4404
C -0.942 0.659 2.236 0.7000
C -1.673 0.311 3.391 -1.1644
C -1.639 -0.975 3.864 -0.5412
C -0.873 -1.938 3.188 -0.9487
C -0.201 -1.543 2.054 -0.6537
N -0.220 -0.297 1.583 0.2528
H 2.576 3.202 -4.630 0.4153
H 0.947 5.067 -4.278 0.4348
H -0.291 5.181 -2.140 0.2336
H 2.873 1.540 -2.817 0.3922
H -0.722 5.438 -0.044 0.5079
H -2.090 5.155 2.030 0.4164
H -2.213 2.961 3.112 0.3398
H -2.265 1.054 3.907 0.3519
H -2.196 -1.246 4.752 0.4373
H -0.821 -2.960 3.535 0.4255
H 0.401 -2.248 1.490 0.6387
N -4.258 5.415 -3.850 -0.5599
C -3.668 4.174 -3.663 0.9047
C -3.315 3.738 -2.383 -0.7406
C -2.670 2.529 -2.206 -0.0995
C -2.379 1.732 -3.301 0.3824
C -2.740 2.139 -4.575 -0.7346
C -3.372 3.354 -4.757 -0.9070
S -1.469 0.216 -3.121 1.1721
O -1.925 -0.743 -4.082 -0.6945
O -0.061 0.582 -3.228 -0.5716
N -1.608 -0.245 -1.562 -0.5493
C -2.850 -0.570 -1.082 0.1952
N -3.917 -0.445 -1.889 -0.3621
C -5.082 -0.854 -1.411 -0.2049
C -5.234 -1.362 -0.131 -0.8821
C -4.087 -1.364 0.649 -0.0420
N -2.907 -0.972 0.198 -0.1716
H -4.707 5.819 -3.047 0.2271
H -4.761 5.546 -4.710 0.2209
H -3.549 4.355 -1.523 0.3171
H -2.406 2.200 -1.209 0.1094
H -2.530 1.486 -5.413 0.4865
H -3.643 3.677 -5.756 0.3201
H -5.927 -0.756 -2.085 0.4147
H -6.183 -1.719 0.240 0.3776
H -4.111 -1.684 1.687 0.4046
N 3.147 -0.300 2.280 -0.4329
C 2.962 0.136 1.002 0.6248
N 3.493 1.346 0.691 -0.4127
O 2.395 -0.579 0.167 -0.6812
H 3.392 0.350 3.004 0.2082
H 2.592 -1.093 2.554 0.2430
H 3.757 1.986 1.418 0.2235
H 3.111 1.757 -0.147 0.2131

Record 2
71
Properties=species:S:1:pos:R:3:mulliken_charge:R:1 method="wB97M-V/def2-TZVPD" total_charge=+3 energy_ev=-119399.89900 e_above_lowest_kj_mol=0.0 multiplicity=2 gap_ev="3.99 / 4.29" s_squared=0.758 homo_energy_ev="-16.2 / -16.2"
Re 4.450 -0.101 0.273 1.2528
C 5.242 0.594 2.291 -0.3514
C 4.806 1.763 1.584 -0.4860
C 5.381 2.107 0.348 -0.3191
C 6.281 1.206 -0.254 -0.3710
C 6.784 0.086 0.484 -0.4846
C 6.313 -0.175 1.772 -0.2509
H 4.804 0.338 3.247 0.5133
H 4.014 2.371 2.002 0.5662
H 5.044 2.978 -0.202 0.4289
H 6.638 1.379 -1.262 0.5045
H 7.486 -0.599 0.025 0.5351
H 6.658 -1.060 2.293 0.3734
C -5.732 1.381 -2.580 -1.6643
C -4.385 0.790 -2.087 2.1412
C -4.497 -0.740 -2.086 -1.9154
C -3.253 1.192 -3.056 -1.6808
Si -4.138 1.598 -0.415 -1.0371
Br 2.177 0.407 0.060 -0.1340
C -4.456 0.616 1.148 2.1646
C -5.980 0.329 1.080 -1.6528
C -3.676 -0.715 1.128 -1.7081
C -4.155 1.330 2.471 -1.9444
C -3.880 3.449 -0.311 2.1439
C -5.276 3.941 0.164 -1.6659
C -3.536 4.162 -1.624 -1.8963
C -2.815 3.821 0.738 -1.6912
H -5.907 1.016 -3.596 0.4915
H -5.736 2.470 -2.627 0.3603
H -6.577 1.055 -1.971 0.3723
H -4.748 -1.056 -3.101 0.5675
H -5.282 -1.116 -1.433 0.3807
H -3.557 -1.222 -1.817 0.4049
H -3.330 0.565 -3.947 0.4922
H -2.256 1.028 -2.637 0.3612
H -3.324 2.226 -3.378 0.3721
H -6.292 -0.156 0.155 0.3561
H -6.576 1.234 1.216 0.3727
H -6.233 -0.350 1.899 0.4932
H -4.051 -1.412 0.385 0.3749
H -3.785 -1.187 2.107 0.4987
H -2.605 -0.572 0.958 0.3596
H -4.675 2.281 2.576 0.3866
H -3.087 1.500 2.614 0.4056
H -4.497 0.687 3.285 0.5635
H -6.051 3.783 -0.589 0.3728
H -5.211 5.018 0.337 0.4971
H -5.603 3.486 1.100 0.3583
H -4.263 3.984 -2.414 0.3736
H -2.546 3.890 -1.993 0.4050
H -3.530 5.237 -1.430 0.5600
H -3.125 3.595 1.754 0.3712
H -2.643 4.898 0.680 0.4954
H -1.856 3.331 0.550 0.3623
F 4.968 -7.750 1.217 -0.2553
C 5.487 -6.563 0.991 0.2039
C 5.027 -5.772 0.024 0.0020
N 5.605 -4.516 -0.197 0.1468
C 5.176 -3.636 -1.247 -0.9194
C 4.719 -2.324 -0.693 1.2741
O 4.840 -1.216 -1.350 -0.5778
O 4.294 -2.111 0.496 -0.5914
C 6.611 -4.018 0.597 0.3996
O 7.001 -2.856 0.436 -0.6399
N 7.088 -4.861 1.538 -0.0628
C 6.611 -6.163 1.855 0.2918
O 7.096 -6.800 2.735 -0.4793
H 4.228 -6.074 -0.637 0.3662
H 4.415 -4.094 -1.881 0.4409
H 6.016 -3.370 -1.896 0.3511
H 7.868 -4.539 2.099 0.2697

Repeat the second record exactly.
71
Properties=species:S:1:pos:R:3:mulliken_charge:R:1 method="wB97M-V/def2-TZVPD" total_charge=+3 energy_ev=-119399.89900 e_above_lowest_kj_mol=0.0 multiplicity=2 gap_ev="3.99 / 4.29" s_squared=0.758 homo_energy_ev="-16.2 / -16.2"
Re 4.450 -0.101 0.273 1.2528
C 5.242 0.594 2.291 -0.3514
C 4.806 1.763 1.584 -0.4860
C 5.381 2.107 0.348 -0.3191
C 6.281 1.206 -0.254 -0.3710
C 6.784 0.086 0.484 -0.4846
C 6.313 -0.175 1.772 -0.2509
H 4.804 0.338 3.247 0.5133
H 4.014 2.371 2.002 0.5662
H 5.044 2.978 -0.202 0.4289
H 6.638 1.379 -1.262 0.5045
H 7.486 -0.599 0.025 0.5351
H 6.658 -1.060 2.293 0.3734
C -5.732 1.381 -2.580 -1.6643
C -4.385 0.790 -2.087 2.1412
C -4.497 -0.740 -2.086 -1.9154
C -3.253 1.192 -3.056 -1.6808
Si -4.138 1.598 -0.415 -1.0371
Br 2.177 0.407 0.060 -0.1340
C -4.456 0.616 1.148 2.1646
C -5.980 0.329 1.080 -1.6528
C -3.676 -0.715 1.128 -1.7081
C -4.155 1.330 2.471 -1.9444
C -3.880 3.449 -0.311 2.1439
C -5.276 3.941 0.164 -1.6659
C -3.536 4.162 -1.624 -1.8963
C -2.815 3.821 0.738 -1.6912
H -5.907 1.016 -3.596 0.4915
H -5.736 2.470 -2.627 0.3603
H -6.577 1.055 -1.971 0.3723
H -4.748 -1.056 -3.101 0.5675
H -5.282 -1.116 -1.433 0.3807
H -3.557 -1.222 -1.817 0.4049
H -3.330 0.565 -3.947 0.4922
H -2.256 1.028 -2.637 0.3612
H -3.324 2.226 -3.378 0.3721
H -6.292 -0.156 0.155 0.3561
H -6.576 1.234 1.216 0.3727
H -6.233 -0.350 1.899 0.4932
H -4.051 -1.412 0.385 0.3749
H -3.785 -1.187 2.107 0.4987
H -2.605 -0.572 0.958 0.3596
H -4.675 2.281 2.576 0.3866
H -3.087 1.500 2.614 0.4056
H -4.497 0.687 3.285 0.5635
H -6.051 3.783 -0.589 0.3728
H -5.211 5.018 0.337 0.4971
H -5.603 3.486 1.100 0.3583
H -4.263 3.984 -2.414 0.3736
H -2.546 3.890 -1.993 0.4050
H -3.530 5.237 -1.430 0.5600
H -3.125 3.595 1.754 0.3712
H -2.643 4.898 0.680 0.4954
H -1.856 3.331 0.550 0.3623
F 4.968 -7.750 1.217 -0.2553
C 5.487 -6.563 0.991 0.2039
C 5.027 -5.772 0.024 0.0020
N 5.605 -4.516 -0.197 0.1468
C 5.176 -3.636 -1.247 -0.9194
C 4.719 -2.324 -0.693 1.2741
O 4.840 -1.216 -1.350 -0.5778
O 4.294 -2.111 0.496 -0.5914
C 6.611 -4.018 0.597 0.3996
O 7.001 -2.856 0.436 -0.6399
N 7.088 -4.861 1.538 -0.0628
C 6.611 -6.163 1.855 0.2918
O 7.096 -6.800 2.735 -0.4793
H 4.228 -6.074 -0.637 0.3662
H 4.415 -4.094 -1.881 0.4409
H 6.016 -3.370 -1.896 0.3511
H 7.868 -4.539 2.099 0.2697